Record 1
{"formula": "C18H20BrClLiN3O3S", "method": "ωB97M-V/def2-TZVPD", "de_lowest_kcal_mol": 0.0, "gap_ha": 0.3313, "multiplicity": 1, "energy_ev": -123212.581, "symbols": ["Br", "Cl", "S", "O", "O", "O", "N", "N", "N", "C", "C", "C", "C", "C", "C", "C", "C", "C", "C", "C", "C", "C", "C", "C", "C", "C", "C", "Li", "H", "H", "H", "H", "H", "H", "H", "H", "H", "H", "H", "H", "H", "H", "H", "H", "H", "H", "H", "H"], "coordinates": [[4.2652, 3.4527, -0.9168], [-2.7183, 2.7403, -2.4191], [-0.7351, -0.6193, 2.8098], [-1.3921, -0.4711, -0.6937], [-0.6880, 1.6218, -0.5079], [-5.0775, -2.4798, 1.6526], [-2.7057, 0.8866, 1.9121], [1.9962, 0.4645, 0.7339], [-3.1277, -1.4086, 1.9935], [2.4200, 1.5191, 0.0354], [4.1931, 0.1938, 1.6221], [3.7345, 1.9526, 0.0951], [-6.5313, -0.3400, 2.8833], [-1.3626, 0.7250, -1.0772], [-4.5028, -1.5590, 2.1827], [-3.8005, 1.3081, 1.0369], [-5.2594, 0.7008, 5.1228], [-2.1669, 1.0474, -2.3294], [-5.1916, -0.6271, 3.1225], [-7.2252, 0.4888, 3.7489], [-6.5882, 1.0107, 4.8679], [2.8652, -0.1797, 1.5120], [-3.8118, 3.6786, 1.9310], [4.6425, 1.2853, 0.8969], [-2.2846, -0.3372, 2.2004], [-4.5565, -0.1142, 4.2483], [-4.6328, 2.4240, 1.6524], [-0.0007, 0.1514, 0.5517], [-7.0131, -0.7738, 2.0168], [-5.4285, 2.6580, 0.9412], [4.8627, -0.3586, 2.2659], [-3.2830, 4.0088, 1.0342], [-4.4099, 0.4453, 0.7840], [1.6801, 2.0275, -0.5712], [-7.1317, 1.6543, 5.5474], [2.4749, -1.0241, 2.0671], [-3.3501, 1.6767, 0.1129], [-5.1134, 2.0727, 2.5667], [-8.2635, 0.7238, 3.5560], [-2.0134, 1.5951, 2.1112], [-4.4518, 4.4947, 2.2657], [-3.0343, 0.3978, -2.3852], [-3.0734, 3.5118, 2.7188], [-2.6584, -2.2552, 1.7048], [-4.7692, 1.0923, 6.0043], [-3.5222, -0.3613, 4.4548], [5.6713, 1.6136, 0.9531], [-1.5326, 0.8696, -3.1959]], "forces_ev_per_angstrom": [[0.0, 0.0, 0.0], [0.0, 0.0, 0.0], [0.0, 0.1, 0.0], [0.0, 0.0, -0.1], [-0.1, 0.0, -0.1], [0.0, 0.0, 0.0], [0.0, 0.0, 0.0], [0.1, 0.1, -0.1], [0.0, 0.0, 0.0], [0.0, 0.0, 0.0], [0.0, 0.0, 0.0], [0.0, 0.0, 0.0], [0.0, 0.0, 0.0], [0.1, 0.1, 0.1], [0.0, 0.0, 0.0], [0.0, 0.0, 0.0], [0.0, 0.0, 0.0], [0.0, 0.0, -0.1], [0.0, 0.0, 0.0], [0.0, 0.0, 0.0], [0.0, 0.0, 0.0], [0.0, 0.0, 0.0], [0.0, 0.0, 0.0], [0.0, 0.0, 0.0], [0.0, 0.0, 0.0], [0.0, 0.0, 0.0], [0.0, 0.0, 0.0], [0.1, -0.1, 0.2], [0.0, 0.0, 0.0], [0.0, 0.0, 0.0], [0.0, 0.0, 0.0], [0.0, 0.0, 0.0], [0.0, 0.0, 0.0], [0.0, 0.0, 0.0], [0.0, 0.0, 0.0], [0.0, 0.0, 0.0], [0.0, 0.0, 0.0], [0.0, 0.0, 0.0], [0.0, 0.0, 0.0], [0.0, 0.0, 0.0], [0.0, 0.0, 0.0], [0.0, 0.0, 0.0], [0.0, 0.0, 0.0], [0.0, 0.0, 0.0], [0.0, 0.0, 0.0], [0.0, 0.0, 0.0], [0.0, 0.0, 0.0], [0.0, 0.0, 0.0]]}


Record 2
{"formula": "C18H20BrF3NO3P", "method": "ωB97M-V/def2-TZVPD", "de_lowest_kcal_mol": 0.0, "gap_ha": 0.3293, "multiplicity": 1, "energy_ev": -114110.295, "smiles": "CCOP(=O)(OCC)[C@@H](Nc1cccc(C(F)(F)F)c1)c1ccc(Br)cc1", "symbols": ["Br", "P", "F", "F", "F", "O", "O", "O", "N", "C", "C", "C", "C", "C", "C", "C", "C", "C", "C", "C", "C", "C", "C", "C", "C", "C", "C", "H", "H", "H", "H", "H", "H", "H", "H", "H", "H", "H", "H", "H", "H", "H", "H", "H", "H", "H", "H"], "coordinates": [[-3.9784, -0.9250, 4.6735], [1.3553, 0.3407, 0.3064], [3.4927, 1.5492, -4.0616], [2.3704, 1.5182, -5.8917], [1.6492, 2.6488, -4.2145], [1.3844, 0.3610, 1.9222], [1.7780, -1.1733, -0.0044], [2.1964, 1.3969, -0.2615], [-0.6553, -0.7124, -1.2521], [3.7257, -1.2454, -1.4629], [-0.4447, 0.2813, -0.2323], [0.1976, -1.9466, -3.1178], [-2.3421, 0.8679, 1.3138], [-3.1343, 0.5982, 2.4162], [3.1727, -1.4792, -0.0685], [-2.8984, -0.5507, 3.1508], [0.9164, -2.0174, -4.2922], [-1.8874, -1.4313, 2.8008], [-1.1044, -1.1502, 1.6980], [0.7748, 0.3734, -2.8847], [1.6982, 1.5805, 2.5804], [0.1188, -0.7535, -2.3905], [1.4955, 0.2835, -4.0652], [1.5830, -0.9038, -4.7776], [-1.3220, 0.0003, 0.9476], [0.4815, 2.4812, 2.6935], [2.2388, 1.4929, -4.5532], [-0.3117, -2.8229, -2.7429], [0.1503, 2.7665, 1.6968], [2.1546, -0.9519, -5.6902], [0.7403, 1.3135, -2.3614], [2.4895, 2.0926, 2.0239], [3.2513, -2.5330, 0.2159], [3.7153, -0.8708, 0.6615], [-0.6727, 1.2723, -0.6427], [0.7377, 3.3774, 3.2516], [-0.8687, -1.6276, -0.8782], [-0.2969, -1.8145, 1.4287], [-3.9249, 1.2745, 2.7021], [-1.7131, -2.3192, 3.3885], [-0.3297, 1.9635, 3.2002], [-2.5210, 1.7644, 0.7390], [2.0685, 1.2927, 3.5676], [4.7697, -1.5445, -1.4967], [3.6490, -0.1919, -1.7161], [3.1632, -1.8224, -2.1929], [0.9684, -2.9498, -4.8333]], "forces_ev_per_angstrom": [[0.1, 0.0, -0.2], [0.0, -0.7, 0.7], [0.1, -0.1, 0.2], [-0.1, -0.2, -0.1], [-0.2, 0.0, 0.2], [-0.1, -0.5, -0.9], [-0.7, 0.7, 0.1], [0.0, 0.3, -0.3], [-0.4, -0.4, 0.2], [-0.3, 0.0, 0.2], [0.6, 0.3, 0.1], [0.0, 0.1, 0.1], [0.2, -0.2, -0.1], [-0.1, -0.1, 0.1], [0.7, -0.3, -0.1], [-0.1, 0.0, 0.1], [0.0, 0.0, 0.1], [-0.1, 0.0, 0.1], [-0.2, 0.1, 0.0], [-0.1, -0.1, -0.1], [0.2, 0.7, 0.4], [0.1, 0.0, -0.7], [0.0, -0.1, -0.1], [0.0, 0.2, 0.0], [-0.3, 0.0, 0.1], [0.2, -0.3, 0.0], [0.3, 0.3, -0.2], [-0.1, -0.1, 0.0], [-0.1, 0.1, -0.1], [0.0, 0.0, -0.1], [0.0, 0.1, 0.1], [0.0, -0.1, 0.2], [0.0, 0.2, 0.0], [0.0, -0.1, 0.0], [0.1, 0.0, 0.1], [0.0, 0.1, 0.0], [0.0, 0.1, 0.0], [0.1, -0.1, 0.0], [-0.1, 0.0, 0.0], [0.0, -0.1, 0.0], [-0.1, 0.0, 0.1], [0.0, 0.1, -0.1], [0.0, 0.1, -0.1], [0.1, -0.1, 0.0], [0.0, 0.1, -0.1], [0.0, -0.1, -0.1], [0.0, -0.1, 0.0]]}


Record 3
{"formula": "C18H20BrFINO10S", "method": "ωB97M-V/def2-TZVPD", "gap_ha": 0.2929, "multiplicity": 1, "energy_ev": -132650.220, "smiles": "CC[C@H](I)N(C[C@H](C)Br)S(=O)(=O)F.O=C1C=C(O)C(=O)C=C1O.O=C1C=C(O)C(=O)C=C1O", "symbols": ["I", "Br", "S", "F", "O", "O", "O", "O", "O", "O", "O", "O", "O", "O", "N", "C", "C", "C", "C", "C", "C", "C", "C", "C", "C", "C", "C", "C", "C", "C", "C", "C", "C", "H", "H", "H", "H", "H", "H", "H", "H", "H", "H", "H", "H", "H", "H", "H", "H", "H", "H", "H", "H"], "coordinates": [[3.5895, 3.4165, -1.6848], [3.5625, 0.7590, 0.9831], [0.5706, 0.3371, -2.2991], [-0.0449, 1.7392, -2.5428], [-3.3135, -0.3264, 0.9947], [0.4978, -0.4015, -3.5072], [-0.0464, -0.2121, -1.1440], [-3.7143, -4.0972, 3.5181], [0.3310, -1.3435, 1.5310], [-1.2839, -2.5353, -0.1783], [-2.1862, -2.8437, 5.2029], [-4.2568, 4.7352, 2.1956], [-5.8928, 2.9467, 3.1470], [-1.5981, 1.5071, 0.0749], [2.0883, 0.7879, -1.8857], [-1.8797, -2.7224, 3.9195], [-2.6215, 1.9132, 0.8050], [-3.5513, 0.8273, 1.3018], [-4.8884, 2.5040, 2.4059], [-1.5477, -2.6668, 1.1094], [4.1386, -0.0866, -0.6881], [-2.5822, -3.3859, 1.5716], [-2.8339, 3.2082, 1.0916], [-0.5978, -1.9463, 2.0369], [3.1577, 0.3633, -4.8912], [3.7483, 1.2381, -3.7830], [4.8257, -1.4134, -0.3404], [2.8860, -0.3914, -1.4990], [-0.8399, -2.0107, 3.4651], [-4.6846, 1.2108, 2.1220], [-3.9735, 3.5891, 1.8940], [2.7276, 1.7718, -2.7835], [-2.8107, -3.4682, 2.9928], [3.1097, -1.0291, -2.3586], [-5.3355, 0.4268, 2.4823], [2.2058, 0.7518, -5.2486], [4.8195, 0.5930, -1.1875], [-0.5015, -1.9546, -0.2630], [2.9878, -0.6620, -4.5689], [-2.9787, -3.4168, 5.2317], [4.5627, -2.1961, -1.0514], [-2.1766, 3.9913, 0.7408], [-0.1647, -1.4788, 4.1204], [-3.2667, -3.9035, 0.9152], [3.8435, 0.3366, -5.7365], [1.9412, 2.2500, -3.3527], [2.2637, -0.9863, -0.8279], [4.4839, -1.7527, 0.6348], [5.9017, -1.2828, -0.2637], [-5.7917, 3.9189, 3.1809], [4.1694, 2.1194, -4.2669], [-1.6373, 0.5361, -0.0111], [4.5880, 0.7358, -3.3050]], "forces_ev_per_angstrom": [[0.0, 0.0, 0.0], [0.2, 0.2, -0.1], [0.2, -0.5, 0.5], [0.0, -0.1, 0.0], [0.3, 0.1, -0.1], [-0.1, 0.3, -0.3], [0.0, 0.0, 0.0], [0.0, 0.0, 0.1], [0.0, 0.0, -0.1], [0.1, -0.1, 0.1], [0.0, 0.0, 0.0], [-0.1, 0.0, 0.1], [0.0, 0.0, 0.0], [-0.3, 0.0, 0.2], [0.5, 0.3, -0.7], [0.1, 0.1, 0.1], [0.0, 0.1, 0.0], [-0.3, 0.0, 0.2], [-0.1, -0.1, 0.0], [-0.2, -0.2, 0.0], [-0.3, -0.5, 0.2], [0.0, -0.2, 0.0], [0.0, 0.1, 0.0], [0.0, 0.0, 0.2], [0.0, -0.1, 0.1], [0.0, 0.1, -0.4], [-0.1, 0.2, 0.3], [-0.3, -0.2, 0.6], [0.1, 0.1, 0.0], [0.0, -0.1, 0.0], [0.2, 0.0, -0.1], [-0.1, -0.4, -0.1], [0.0, 0.0, -0.2], [0.2, 0.2, -0.1], [0.0, 0.0, 0.0], [0.0, 0.0, 0.0], [-0.1, 0.2, 0.1], [-0.1, 0.1, 0.0], [-0.1, 0.0, 0.0], [0.0, 0.0, 0.0], [0.3, 0.0, -0.2], [0.0, 0.0, 0.0], [0.0, 0.0, 0.0], [0.0, 0.0, 0.0], [0.1, 0.0, 0.0], [0.0, 0.1, 0.0], [-0.1, 0.0, -0.1], [-0.1, -0.1, 0.0], [0.1, -0.1, -0.2], [0.0, 0.0, 0.0], [0.1, 0.1, 0.1], [0.1, 0.0, 0.0], [0.0, 0.0, 0.1]]}


So what do the calculations give for HOMO? Going down the list: -8.95, -8.33, -9.31 eV.
So what do the calculations give for strongest force on any atom? Going down the list: 0.2, 1.0, 0.9 eV/A.